82
Properties=species:S:1:pos:R:3:forces:R:3 method="wB97M-V/def2-TZVPD" gap_ev=5.851 de_lowest_kcal_mol=2.17 spin_multiplicity=1
Sr -0.144 -0.436 0.215 -0.343 -0.325 0.627
C 3.114 1.796 -1.005 -0.042 -0.075 -0.104
C 2.218 3.005 -0.703 0.018 0.102 0.024
C 0.813 2.717 -0.151 -0.023 -0.119 -0.165
N 0.074 1.722 -0.908 -0.036 0.158 -0.127
C -0.504 1.994 -2.047 -0.342 -0.223 -0.264
C -0.533 3.314 -2.594 0.022 -0.172 0.031
C -0.909 3.819 -3.820 0.019 0.167 0.022
C -1.387 3.185 -4.958 0.032 -0.054 0.146
C -1.657 1.830 -5.029 -0.054 -0.146 -0.150
C -1.598 0.825 -4.080 -0.110 0.040 0.097
C -1.223 0.803 -2.707 0.256 0.475 0.147
N -1.402 -0.241 -1.934 0.038 -0.086 -0.127
C -2.004 -1.462 -2.459 0.161 0.098 0.022
C -1.752 -2.700 -1.573 0.134 0.073 -0.063
C -0.319 -3.263 -1.675 0.151 0.176 -0.009
N 0.630 -2.487 -0.890 0.031 -0.056 -0.041
C 1.903 -2.775 -0.888 0.423 0.151 0.157
C 2.463 -3.767 -1.753 -0.110 0.050 0.170
C 3.649 -4.466 -1.723 0.031 -0.118 -0.193
C 4.714 -4.420 -0.834 -0.151 0.107 0.004
C 4.816 -3.497 0.193 0.095 0.033 0.131
C 4.015 -2.425 0.540 0.025 0.207 -0.095
C 2.794 -1.907 0.018 -0.291 -0.535 -0.310
N 2.294 -0.739 0.335 0.114 -0.216 0.007
C 3.042 0.245 1.090 -0.054 -0.026 -0.188
C 3.868 1.139 0.157 0.104 0.053 0.078
H 3.867 2.132 -1.723 0.027 0.028 0.037
H 2.533 1.037 -1.535 -0.024 0.001 0.047
H 2.097 3.568 -1.631 -0.001 -0.031 -0.016
H 2.728 3.680 -0.004 0.004 -0.020 0.007
H 0.253 3.657 -0.062 0.073 0.062 0.022
H 0.914 2.351 0.881 -0.044 -0.095 -0.044
H -0.135 4.063 -1.921 0.010 0.024 -0.018
H -0.774 4.894 -3.904 -0.017 -0.011 -0.043
H -1.561 3.785 -5.841 -0.002 0.006 -0.002
H -2.011 1.481 -5.997 0.015 0.030 -0.003
H -1.948 -0.127 -4.452 0.004 -0.006 -0.005
H -1.609 -1.719 -3.451 0.051 0.025 -0.001
H -3.082 -1.304 -2.608 -0.044 -0.094 0.085
H -2.441 -3.481 -1.908 0.026 -0.011 -0.048
H -2.012 -2.515 -0.522 0.052 0.052 -0.134
H -0.050 -3.273 -2.741 0.009 0.024 -0.013
H -0.288 -4.310 -1.349 -0.120 -0.018 0.016
H 1.796 -4.065 -2.551 0.001 -0.019 0.001
H 3.739 -5.199 -2.521 0.032 0.001 0.022
H 5.517 -5.134 -0.962 0.008 -0.004 0.005
H 5.699 -3.591 0.820 0.003 -0.039 -0.023
H 4.426 -1.831 1.346 0.001 -0.006 0.017
H 3.691 -0.192 1.857 0.076 0.051 -0.007
H 2.334 0.875 1.648 -0.084 -0.069 -0.064
H 4.659 0.514 -0.268 -0.010 -0.005 -0.010
H 4.371 1.908 0.756 -0.016 0.008 -0.008
C 1.651 -0.209 4.935 -0.013 0.091 0.024
N 0.596 0.734 4.569 -0.044 -0.017 -0.082
C 0.410 1.965 5.320 0.044 -0.034 0.105
C -0.067 0.476 3.427 -0.254 0.036 -0.081
O 0.156 -0.526 2.761 0.059 0.213 0.109
C -1.147 1.490 3.011 -0.126 -0.045 0.033
O -1.538 1.300 1.668 0.081 -0.083 0.142
C -2.912 1.182 1.375 -0.014 0.144 0.105
C -3.329 -0.293 1.253 0.106 0.099 -0.054
O -2.477 -1.164 1.379 -0.078 0.043 0.050
N -4.620 -0.558 0.978 0.074 0.055 0.027
C -5.052 -1.939 0.828 -0.036 0.071 0.039
C -5.637 0.456 0.771 0.018 -0.045 -0.004
H 1.972 0.007 5.950 0.021 -0.018 0.000
H 2.499 -0.130 4.253 0.014 0.007 0.010
H 1.272 -1.227 4.877 -0.011 -0.003 0.008
H 0.927 1.868 6.271 -0.001 0.006 0.005
H -0.642 2.145 5.542 -0.007 -0.002 -0.032
H 0.818 2.837 4.803 0.017 -0.009 -0.018
H -0.769 2.510 3.115 0.020 0.006 0.019
H -1.997 1.377 3.693 0.006 -0.008 0.014
H -3.076 1.681 0.418 0.081 -0.021 -0.032
H -3.507 1.704 2.129 -0.043 -0.055 0.011
H -4.194 -2.592 0.939 0.007 -0.008 -0.015
H -5.498 -2.081 -0.157 0.005 -0.013 -0.011
H -5.794 -2.181 1.592 -0.018 -0.013 -0.025
H -5.217 1.455 0.789 -0.003 0.002 0.007
H -6.409 0.390 1.541 -0.014 -0.014 -0.007
H -6.105 0.312 -0.204 -0.018 -0.011 0.006



70
Properties=species:S:1:pos:R:3:forces:R:3 method="wB97M-V/def2-TZVPD" gap_ev=5.099 de_lowest_kcal_mol=8.07 spin_multiplicity=1
Ti -0.396 -0.920 -0.342 0.613 0.335 -0.052
C -1.908 -4.347 -2.395 -0.138 -0.037 0.012
C -1.042 -3.291 -1.803 0.646 0.107 -0.199
N -1.447 -2.479 -0.803 0.058 -0.211 0.413
N -2.515 -2.793 0.008 0.402 1.243 0.800
C -2.341 -2.092 1.128 1.558 -1.188 -0.370
O -1.154 -1.485 1.358 -1.722 -0.092 -0.570
C -3.305 -2.157 2.236 -0.017 0.182 -0.328
C -4.369 -3.052 2.189 -0.093 -0.059 0.093
C -5.281 -3.092 3.229 0.057 0.056 -0.016
C -5.146 -2.223 4.307 0.010 -0.017 -0.039
C -4.098 -1.314 4.338 0.012 0.008 -0.013
C -3.177 -1.279 3.303 0.005 0.081 0.130
C 0.305 -3.075 -2.127 -0.688 -0.107 0.187
C 1.010 -3.787 -3.143 -0.012 0.019 0.075
C 2.339 -3.599 -3.309 0.056 -0.019 -0.033
C 3.014 -2.666 -2.473 0.011 0.008 0.003
C 2.299 -1.970 -1.556 0.074 0.049 0.045
N 0.960 -2.127 -1.344 -0.319 0.271 -0.041
H -2.802 -4.455 -1.784 -0.003 -0.042 -0.045
H -2.212 -4.085 -3.411 -0.047 -0.020 -0.022
H -1.393 -5.307 -2.437 -0.008 -0.044 0.010
H -4.470 -3.708 1.335 0.008 -0.010 -0.006
H -6.105 -3.790 3.195 -0.027 -0.018 0.007
H -5.868 -2.243 5.111 -0.014 -0.001 0.019
H -4.009 -0.615 5.158 -0.004 0.016 0.025
H -2.373 -0.552 3.303 -0.050 -0.028 -0.003
H 0.463 -4.483 -3.766 -0.021 0.014 0.022
H 2.881 -4.144 -4.070 0.021 0.003 -0.006
H 4.075 -2.486 -2.574 0.005 0.004 -0.002
H 2.784 -1.216 -0.949 -0.003 0.008 -0.007
Te -3.215 0.586 -0.557 -0.047 0.112 -0.024
Te -5.200 1.948 0.577 -0.178 -0.084 0.063
Te -0.986 3.134 2.746 -0.456 0.017 0.210
Te -1.034 1.990 0.323 0.309 0.285 -0.582
N -1.661 1.667 -3.648 0.519 -0.143 0.095
C -0.479 1.827 -3.045 -0.396 0.569 0.086
S 0.439 0.482 -2.556 -0.041 -0.474 -0.044
N -0.097 3.117 -2.858 0.094 -0.195 -0.024
C 1.146 3.594 -2.343 -0.503 -0.282 -0.223
C 2.355 3.126 -2.834 0.079 -0.035 -0.054
C 3.534 3.675 -2.362 0.058 0.078 0.066
C 3.510 4.701 -1.421 0.004 -0.116 -0.030
C 2.293 5.161 -0.942 -0.061 -0.033 -0.007
C 1.106 4.603 -1.398 0.141 0.132 0.169
H -2.078 0.751 -3.646 -0.007 0.015 0.088
H -2.231 2.445 -3.938 -0.027 0.056 0.089
H -0.863 3.773 -2.777 0.094 0.023 -0.114
H 2.373 2.354 -3.589 -0.016 -0.025 -0.006
H 4.477 3.318 -2.756 0.014 0.016 0.019
H 4.434 5.147 -1.078 0.027 -0.001 0.012
H 2.254 5.959 -0.214 0.014 0.033 0.037
H 0.156 4.944 -1.013 -0.068 0.020 0.040
N 2.118 2.014 2.965 0.615 -0.416 -0.132
C 3.083 1.829 1.828 -0.148 0.058 0.104
C 2.381 1.066 0.710 -0.206 0.338 0.267
N 1.738 -0.175 1.149 -0.242 -0.623 -0.104
C 1.043 -0.088 2.446 -0.074 -0.096 0.189
C 1.794 0.667 3.522 0.100 0.125 0.015
H 1.165 2.472 2.696 0.010 0.096 -0.029
H 2.514 2.618 3.683 0.004 -0.013 -0.041
H 3.941 1.295 2.241 0.040 0.030 -0.085
H 3.398 2.806 1.470 0.006 0.067 -0.017
H 3.049 0.880 -0.131 0.103 -0.084 0.134
H 1.608 1.730 0.328 -0.088 0.018 -0.151
H 2.431 -0.914 1.225 -0.013 0.008 -0.177
H 0.798 -1.095 2.783 0.094 0.079 -0.038
H 0.093 0.419 2.296 -0.023 -0.005 0.064
H 2.741 0.204 3.812 -0.095 -0.054 0.045
H 1.154 0.802 4.392 -0.005 -0.007 0.003



58
Properties=species:S:1:pos:R:3:forces:R:3 method="wB97M-V/def2-TZVPD" gap_ev=6.683 spin_multiplicity=1
C -5.321 -2.733 1.842 0.026 0.544 0.007
O -5.270 -1.290 1.864 0.591 -0.337 0.008
C -4.058 -0.697 1.681 0.367 -0.005 -0.257
C -4.049 0.718 1.716 -0.274 -0.657 0.008
C -2.868 1.396 1.520 0.772 -0.348 -0.116
C -1.687 0.687 1.203 -0.396 -0.311 -0.339
C -0.439 1.404 1.012 1.151 0.026 0.061
N 0.667 0.783 0.771 0.359 0.337 1.318
S 2.139 1.600 1.040 -1.186 -0.387 -0.969
C 3.249 0.233 1.312 0.225 0.092 0.078
C 3.625 -0.103 2.618 -0.062 -0.001 -0.328
C 4.601 -1.077 2.808 -0.085 0.131 -0.075
C 5.219 -1.703 1.721 -0.314 0.157 -0.035
C 6.301 -2.720 1.952 0.129 -0.172 0.012
C 4.802 -1.374 0.427 -0.003 0.061 0.080
C 3.830 -0.401 0.210 -0.102 0.054 0.255
O 2.495 2.223 -0.219 0.154 -0.068 0.499
O 2.060 2.394 2.240 0.092 -0.168 -0.236
C -1.704 -0.718 1.116 -0.185 0.436 0.196
C -2.862 -1.415 1.420 -0.724 0.261 -0.072
H -6.384 -2.955 1.916 0.126 -0.138 -0.019
H -4.909 -3.134 0.904 -0.157 0.128 0.253
H -4.787 -3.160 2.704 -0.102 0.135 -0.241
H -4.989 1.237 1.879 0.167 -0.103 0.112
H -2.814 2.483 1.619 -0.135 -0.360 -0.015
H -0.485 2.496 1.167 0.162 -0.359 0.170
H 3.164 0.408 3.462 0.121 -0.101 -0.219
H 4.904 -1.346 3.819 -0.055 0.087 -0.181
H 6.689 -3.095 1.002 -0.022 -0.005 0.127
H 7.139 -2.300 2.519 -0.149 0.025 -0.108
H 5.924 -3.570 2.531 0.015 0.091 -0.114
H 5.261 -1.877 -0.425 -0.097 0.148 0.182
H 3.535 -0.120 -0.800 0.079 -0.044 0.286
H -0.794 -1.244 0.817 -0.262 0.190 0.205
H -2.867 -2.503 1.405 0.035 0.317 -0.053
C -1.972 3.871 -0.892 -0.125 0.359 -0.150
S -1.413 2.917 -2.349 1.108 -0.033 0.614
C -0.312 4.232 -3.051 -0.513 -0.161 -0.230
C -0.320 1.712 -1.850 -0.056 1.116 -0.560
C -0.521 0.353 -2.218 -0.454 -0.429 -0.244
C 0.594 -0.501 -2.443 -0.367 0.190 0.147
C 0.411 -1.831 -2.769 0.037 -0.116 0.213
C -0.881 -2.380 -2.805 -0.066 0.001 -0.033
C -1.065 -3.787 -3.026 -0.268 -2.106 -0.292
N -1.217 -4.939 -3.180 0.298 2.304 0.288
C -1.996 -1.553 -2.598 -0.083 0.187 -0.159
C -1.825 -0.201 -2.349 0.360 -0.278 0.050
H -2.678 3.276 -0.302 0.261 0.032 -0.386
H -1.109 4.153 -0.276 -0.198 -0.023 -0.221
H -2.488 4.765 -1.279 0.179 -0.249 0.242
H -0.370 4.081 -4.137 0.175 0.141 0.305
H -0.698 5.229 -2.789 0.194 -0.412 -0.110
H 0.721 4.081 -2.704 -0.497 0.001 0.054
H 0.669 2.075 -1.559 -0.403 -0.139 -0.131
H 1.591 -0.069 -2.363 -0.214 -0.158 -0.100
H 1.266 -2.476 -2.986 -0.258 0.221 0.152
H -3.004 -1.978 -2.639 0.410 0.131 0.001
H -2.697 0.441 -2.206 0.215 -0.236 0.069